Record 1
# C30H29N2O10PdS

C30H29N2O10PdS as an isolated structure at a distorted geometry (ωB97M-V/def2-TZVPD, the Open Molecules 2025 dataset).

The geometry in ORCA input format:
```
! RIJCOSX wB97M-V def2-TZVPD def2/J DEFGRID3
* xyz 1 5
Pd -2.03 -0.69 0.53
O -1.80 -4.80 0.08
C -2.16 -3.65 0.26
O -1.89 -2.62 -0.46
C -3.09 -3.34 1.44
C -3.37 -4.30 2.40
C -4.20 -3.93 3.46
C -4.73 -2.65 3.50
C -4.40 -1.76 2.49
N -3.59 -2.11 1.49
H -2.94 -5.28 2.31
H -4.41 -4.64 4.25
H -5.38 -2.34 4.30
H -4.79 -0.75 2.47
C 2.39 2.15 -4.46
O 1.23 2.95 -4.27
C 0.24 2.46 -3.51
C -0.95 3.23 -3.49
C -2.06 2.77 -2.81
C -2.06 1.59 -2.09
C -3.31 1.01 -1.59
C -4.59 1.80 -1.70
O -3.37 -0.12 -1.15
C -0.78 0.88 -1.95
O -0.59 -0.07 -1.16
C 0.32 1.32 -2.76
H 3.00 2.67 -5.18
H 2.12 1.16 -4.85
H 2.95 2.03 -3.53
H -0.98 4.16 -4.04
H -2.98 3.34 -2.89
H -4.81 2.05 -2.74
H -4.50 2.73 -1.13
H -5.39 1.21 -1.28
H 1.23 0.74 -2.70
C -2.36 2.52 3.37
S -2.39 1.26 2.12
O -2.10 -0.01 2.80
O -1.32 1.56 1.16
O -3.70 1.26 1.48
H -1.38 2.47 3.84
H -3.15 2.29 4.09
H -2.54 3.49 2.91
C 2.27 2.21 -0.26
O 2.43 0.80 -0.42
C 3.55 0.33 -1.00
C 4.67 1.11 -1.27
C 5.79 0.54 -1.86
C 5.80 -0.80 -2.22
C 4.69 -1.58 -1.95
C 3.58 -1.04 -1.32
N 2.44 -1.88 -1.11
C 1.66 -1.98 -0.07
C 1.87 -1.53 1.25
C 3.10 -1.18 1.82
C 3.19 -0.80 3.14
C 2.04 -0.70 3.95
C 0.82 -1.04 3.44
C 0.69 -1.52 2.10
O -0.41 -1.96 1.69
H 1.24 2.34 0.08
H 2.43 2.74 -1.20
H 2.95 2.60 0.50
H 4.67 2.16 -1.01
H 6.66 1.16 -2.05
H 6.67 -1.24 -2.69
H 4.69 -2.63 -2.21
H 2.17 -2.43 -1.91
H 0.72 -2.52 -0.25
H 4.01 -1.26 1.24
H 4.16 -0.57 3.57
H 2.14 -0.38 4.98
H -0.09 -1.00 4.03
*
```

Its lowest unoccupied orbital energy (alpha / beta) is -4.05 / -5.96 eV. For the HOMO energy (alpha / beta), the calculation gives -10.83 / -10.97 eV. For the HOMO-LUMO gap (alpha / beta), the calculation gives 0.2493 / 0.1840 hartree. As for the expectation value of S²: 6.10.

=====

Record 2
# C30H30AsCl5N4O2RuSi2

C30H30AsCl5N4O2RuSi2 as an isolated structure at a distorted geometry (ωB97M-V/def2-TZVPD, the Open Molecules 2025 dataset).

The geometry in ORCA input format:
```
! RIJCOSX wB97M-V def2-TZVPD def2/J DEFGRID3
* xyz -1 2
Ru -0.11 0.03 -0.08
O -2.36 -3.14 -1.90
C -1.43 -2.46 -1.45
N -1.40 -1.80 -0.28
C -2.23 -2.08 0.76
C -2.77 -3.35 1.00
C -3.48 -3.59 2.15
C -3.67 -2.59 3.09
C -3.17 -1.32 2.88
C -2.45 -1.03 1.71
N -1.83 0.16 1.47
C -2.22 1.32 2.03
O -3.33 1.59 2.49
C -1.13 2.34 2.05
C -1.31 3.49 2.81
C -0.28 4.40 2.92
C 0.91 4.13 2.25
C 1.01 2.96 1.53
N 0.02 2.08 1.41
C -0.17 -2.31 -2.23
C -0.08 -2.84 -3.52
C 1.13 -2.79 -4.18
C 2.22 -2.25 -3.52
C 2.05 -1.75 -2.24
N 0.88 -1.74 -1.61
H -2.61 -4.13 0.28
H -3.88 -4.58 2.33
H -4.22 -2.80 4.00
H -3.31 -0.54 3.60
H -2.26 3.63 3.30
H -0.39 5.30 3.51
H 1.75 4.80 2.31
H 1.94 2.70 1.02
H -0.96 -3.29 -3.95
H 1.23 -3.17 -5.19
H 3.19 -2.22 -3.99
H 2.89 -1.36 -1.68
Cl 0.99 -1.14 2.26
C 2.37 -0.40 1.51
C 2.14 0.22 0.28
C 3.26 0.78 -0.33
Cl 3.03 1.53 -1.88
C 4.53 0.75 0.23
Cl 5.88 1.46 -0.56
C 4.71 0.12 1.46
Cl 6.27 0.05 2.18
C 3.62 -0.46 2.11
Cl 3.83 -1.24 3.64
C -2.90 0.77 -4.56
Si -3.05 1.11 -2.67
C -4.03 -0.33 -1.89
C -4.24 2.62 -2.50
As -0.82 1.39 -1.91
Si -0.66 3.74 -2.10
C 1.11 4.41 -1.77
C -1.81 4.77 -0.95
C -1.02 4.23 -3.93
H -3.87 0.63 -5.04
H -2.31 -0.13 -4.73
H -2.40 1.59 -5.06
H -5.03 -0.41 -2.32
H -4.15 -0.18 -0.82
H -3.54 -1.28 -2.03
H -5.20 2.40 -2.96
H -3.84 3.51 -2.98
H -4.42 2.85 -1.46
H 1.40 4.26 -0.74
H 1.19 5.48 -1.99
H 1.84 3.90 -2.40
H -1.64 4.49 0.09
H -2.85 4.59 -1.17
H -1.62 5.83 -1.04
H -0.46 3.58 -4.59
H -0.75 5.25 -4.15
H -2.07 4.10 -4.17
*
```

Its lowest unoccupied orbital energy (alpha / beta) is 1.88 / 2.16 eV. For the HOMO energy (alpha / beta), the calculation gives -4.21 / -4.37 eV. For the HOMO-LUMO gap (alpha / beta), the calculation gives 0.2238 / 0.2398 hartree. As for the expectation value of S²: 0.79.

=====

Record 3
# C30H30B2Br2CaF5K2N4O17S2V

C30H30B2Br2CaF5K2N4O17S2V as an isolated structure at a distorted geometry (ωB97M-V/def2-TZVPD, the Open Molecules 2025 dataset).

The geometry in ORCA input format:
```
! RIJCOSX wB97M-V def2-TZVPD def2/J DEFGRID3
* xyz -2 1
C -3.22 -0.84 0.71
C -2.06 -0.53 1.61
C -2.17 -0.88 2.97
B -3.49 -1.57 3.59
O -3.44 -2.92 3.82
N -4.68 -0.79 3.93
C -5.09 -1.24 5.29
C -5.70 -1.13 2.93
C -1.17 -0.64 3.87
N -1.39 -1.00 5.24
C 0.02 -0.05 3.45
C 0.14 0.29 2.13
C -0.89 0.07 1.14
C -0.63 0.48 -0.25
O -1.49 1.00 -0.95
C 0.82 0.20 -0.72
C 1.20 -0.27 -2.01
C 0.23 -0.54 -3.18
C -0.17 0.69 -4.04
C -1.57 0.58 -4.55
F -2.14 1.74 -4.91
C -2.34 -0.50 -4.67
F -3.59 -0.52 -4.31
F -1.84 -1.68 -5.19
C 2.54 -0.54 -2.24
C 3.54 -0.37 -1.30
C 4.94 -0.77 -1.74
C 6.08 0.18 -1.35
S 7.48 -0.58 -0.43
C 6.82 -2.01 0.36
N 6.73 -3.18 -0.18
N 6.15 -4.05 0.71
C 5.91 -3.34 1.76
O 6.29 -2.08 1.64
C 3.18 0.11 -0.05
C 4.21 0.30 1.05
C 1.84 0.41 0.25
C 1.47 0.91 1.60
O 2.13 1.73 2.22
H -3.44 -1.91 0.79
H -2.95 -0.67 -0.33
H -4.08 -0.21 0.94
H -2.54 -3.25 3.79
H -5.68 -0.44 5.74
H -5.66 -2.16 5.17
H -4.24 -1.44 5.93
H -6.70 -1.45 3.42
H -5.90 -0.20 2.35
H -5.36 -1.91 2.24
H -0.48 -1.07 5.68
H -1.82 -0.19 5.68
H 0.85 0.16 4.10
H -0.63 -1.05 -2.73
H 0.76 -1.20 -3.87
H -0.01 1.53 -3.40
H 0.52 0.82 -4.88
H 2.79 -0.91 -3.22
H 4.90 -0.79 -2.83
H 5.10 -1.80 -1.43
H 6.54 0.57 -2.25
H 5.70 1.05 -0.83
H 5.44 -3.77 2.63
H 5.12 -0.24 0.88
H 4.40 1.36 1.16
H 3.79 -0.06 1.98
K -0.62 2.88 -2.24
C -1.77 7.41 0.14
C -1.50 6.23 -0.80
O -2.48 5.69 -1.34
O -0.28 5.89 -0.94
H -2.83 7.63 0.20
H -1.39 7.18 1.14
H -1.25 8.30 -0.23
Ca -1.27 -3.49 -4.63
Br 10.18 0.62 -0.90
O -7.57 -1.98 4.06
H -8.18 -2.44 3.46
K 0.26 2.98 1.76
B 4.83 0.47 -8.01
O 5.16 -1.03 -7.77
C 4.37 -1.44 -6.73
O 4.37 -2.53 -6.25
C 3.51 -0.27 -6.28
O 2.70 -0.34 -5.39
O 3.77 0.78 -6.99
F 4.35 0.63 -9.28
F 5.94 1.22 -7.79
O -5.62 -2.43 8.80
V -6.92 -2.99 7.89
O -8.30 -3.64 7.18
Br 4.17 -2.56 -9.03
O -5.03 3.41 2.76
S -4.93 1.97 3.03
O -5.80 1.59 4.16
O -3.53 1.59 3.32
O -5.38 1.22 1.81
*
```

Its lowest unoccupied orbital energy is -1.92 eV. For the HOMO energy, the calculation gives -2.75 eV. For the HOMO-LUMO gap, the calculation gives 0.0304 hartree.